{
  "formula": "C4H7NO",
  "method": "the ωB97M-V functional and the def2-TZVPD basis",
  "species": ["C", "C", "C", "C", "N", "O", "H", "H", "H", "H", "H", "H", "H"],
  "xyz": [[-1.63, -0.32, 0.36], [-2.24, 0.84, 0.26], [-0.88, -1.40, 0.32], [2.99, -0.72, -0.12], [1.20, 1.06, -0.55], [2.07, -0.35, -0.76], [-3.29, 1.10, 0.24], [-1.73, 1.77, 0.08], [-0.24, -1.76, 1.05], [-0.88, -2.10, -0.56], [3.35, -0.09, 0.68], [0.66, 0.73, 0.27], [0.61, 1.25, -1.28]],
  "largest_force_ev_per_a": 5.654,
  "de_lowest_kj_mol": 786.4
}

=====

{
  "formula": "C3H37NO15S",
  "method": "the ωB97M-V functional and the def2-TZVPD basis",
  "species": ["C", "O", "C", "C", "S", "N", "H", "H", "H", "H", "H", "H", "H", "H", "H", "H", "H", "O", "H", "H", "O", "H", "H", "O", "H", "H", "O", "H", "H", "O", "H", "H", "O", "H", "H", "O", "H", "H", "O", "H", "H", "O", "H", "H", "O", "H", "H", "O", "H", "H", "O", "H", "H", "O", "H", "H", "O"],
  "xyz": [[-0.98, -2.33, -1.00], [-1.77, -1.33, -1.66], [0.48, -1.84, -0.85], [1.32, -2.96, -0.27], [3.12, -2.66, -0.39], [0.60, -0.64, -0.02], [-1.43, -2.59, -0.05], [-0.98, -3.16, -1.70], [-2.02, -0.55, -1.11], [0.83, -1.53, -1.85], [1.16, -3.92, -0.77], [1.04, -3.14, 0.76], [3.16, -1.40, 0.07], [0.68, -0.86, 0.97], [-0.24, -0.09, -0.11], [-0.98, -0.95, 3.54], [-1.90, -1.49, 4.67], [-1.59, -1.70, 3.77], [-3.71, -3.06, 1.98], [-2.77, -1.93, 2.51], [-3.39, -2.17, 1.77], [4.50, -0.99, -2.87], [3.24, -1.80, -2.74], [3.67, -1.19, -3.35], [-1.79, 1.79, 1.07], [-1.93, 2.94, 2.11], [-1.25, 2.37, 1.70], [-0.44, 3.28, 0.38], [0.72, 3.10, -0.62], [-0.11, 3.63, -0.49], [2.17, 1.59, -1.59], [1.48, 1.08, -0.34], [2.04, 1.85, -0.63], [-2.38, 3.32, -2.56], [-1.14, 3.08, -1.63], [-1.85, 2.60, -2.17], [-0.36, 1.13, 2.63], [0.93, 0.57, 3.32], [0.01, 0.32, 3.06], [1.19, 0.86, -3.34], [2.69, 0.33, -3.39], [2.14, 1.13, -3.21], [3.09, -0.01, 3.90], [3.13, 0.98, 2.71], [2.66, 0.78, 3.57], [-3.37, 0.58, 0.10], [-2.47, 1.59, -0.83], [-2.45, 0.88, -0.14], [-4.23, -0.87, 1.10], [-5.12, -0.68, -0.18], [-4.71, -0.20, 0.56], [-0.92, -0.26, -2.81], [-1.00, 1.25, -3.06], [-0.56, 0.44, -3.41], [3.30, 1.48, 0.49], [4.54, 2.05, 1.23], [3.97, 1.27, 1.19]],
  "largest_force_ev_per_a": 1.213,
  "de_lowest_kj_mol": 0.0
}

=====

Which formula does entry 2 have?
C3H37NO15S